Density functional theory data (ωB97M-V/def2-TZVPD) for C2H60Mn2O36 as an isolated structure.

Last column: Löwdin charge in e.
CARTESIAN COORDINATES (ANGSTROEM)
Mn 4.45464 -1.22381 0.59424  1.198
Mn 0.75092 -0.58294 2.50491  0.948
C -0.00527 0.04807 0.14796  -0.998
O 0.29322 -1.11231 0.48589  -0.074
O -0.13060 0.74800 1.15414  -0.071
O -0.20928 0.52402 -0.95103  0.002
C 3.12655 -1.70531 2.81723  -0.925
O 2.03038 -2.03396 3.33176  -0.073
O 3.95181 -2.51639 2.30667  -0.056
O 2.89777 -0.80354 2.07381  -0.119
O -2.09988 3.70453 3.84293  -0.023
H -2.67926 4.46204 3.92486  0.066
H -1.22516 4.05129 4.01859  0.058
O -3.20106 -0.41467 -1.56762  -0.019
H -2.35593 -0.13079 -1.21918  -0.001
H -3.83119 0.20882 -1.20649  0.037
O -0.89068 -1.48406 3.57077  -0.028
H -1.76551 -1.80314 3.34924  0.026
H -0.61144 -2.03657 4.30084  0.075
O -2.85826 1.57718 2.22631  -0.045
H -2.51688 2.25209 2.81299  -0.023
H -2.10026 1.30147 1.71088  0.009
O -2.06365 5.63888 -1.27132  -0.034
H -1.29372 6.04519 -1.66925  0.054
H -1.70848 4.94709 -0.71319  -0.002
O 0.42599 3.33013 -5.36383  -0.078
H 1.28685 3.41671 -4.95436  -0.035
H -0.10306 2.86665 -4.71458  -0.035
O 1.16056 0.82648 3.98377  -0.032
H 1.92300 1.38782 3.84301  0.017
H 0.76876 1.15257 4.79394  0.090
O -1.16777 -4.40882 -2.98958  -0.049
H -0.58444 -4.22513 -3.72594  0.020
H -1.11449 -3.62670 -2.44033  -0.024
O -2.61522 -5.11613 1.45936  -0.069
H -2.28880 -4.97764 2.34846  -0.041
H -2.40891 -4.30289 0.99858  -0.032
O -0.49623 -1.55974 -2.94594  -0.036
H -1.09494 -0.97428 -3.40964  0.001
H -0.35982 -1.13993 -2.09661  -0.004
O -3.13436 1.25441 5.18174  -0.055
H -2.82961 1.18941 4.27668  -0.024
H -3.63000 2.07283 5.20987  0.024
O 0.68398 -4.18753 1.95560  -0.021
H 1.24231 -3.54708 2.39639  0.000
H 0.88923 -4.08551 1.02624  -0.007
O 3.08159 -0.35382 -0.72422  -0.040
H 2.17024 -0.06346 -0.68698  0.058
H 3.35748 -0.16400 -1.62093  0.033
O 2.77277 3.88743 -3.98515  -0.051
H 2.80562 3.45237 -3.13317  0.004
H 2.70915 4.81942 -3.77640  0.055
O 2.10018 -3.24567 -3.32119  -0.026
H 1.33632 -2.67654 -3.41523  0.018
H 2.83318 -2.71785 -3.63799  0.019
O 3.48380 2.37309 3.48078  -0.030
H 3.91231 2.54394 4.31948  0.058
H 3.47509 3.22190 3.03842  0.012
O -1.69701 -3.03001 -0.15072  -0.023
H -0.94674 -2.45119 -0.01539  -0.006
H -2.30854 -2.51188 -0.67397  0.037
O -3.41108 -1.59522 2.54447  -0.023
H -3.63735 -0.66515 2.54699  0.024
H -4.25064 -2.04622 2.45524  0.065
O 1.51100 2.72991 -1.77763  -0.024
H 1.46774 3.05223 -0.87737  0.028
H 0.85496 2.03389 -1.81514  0.007
O -3.72689 3.14423 -1.92277  -0.024
H -3.43087 4.03052 -1.71519  0.025
H -4.65355 3.24548 -2.14024  0.080
O 0.56339 -6.39839 -0.70248  -0.052
H -0.22529 -6.78046 -1.08748  0.033
H 0.49134 -5.46201 -0.88750  -0.019
O -1.98991 0.00657 -4.76741  -0.037
H -1.79092 0.86568 -4.39520  -0.003
H -2.93878 -0.08048 -4.67638  0.051
O 2.86223 4.74337 1.66822  -0.057
H 2.72842 5.48296 2.26095  0.043
H 1.98743 4.37610 1.54146  -0.043
O -1.40836 3.07592 -0.66248  -0.067
H -1.10207 2.19551 -0.44500  0.019
H -2.23946 2.93562 -1.11615  -0.002
O 1.29875 -3.47269 -0.65229  -0.041
H 1.69049 -3.46200 -1.52558  0.005
H 1.08462 -2.55693 -0.47408  0.016
O 0.50212 3.74451 1.22600  -0.028
H -0.20790 3.70051 0.58557  0.014
H 0.63685 2.83662 1.49769  0.039
O 3.96756 -0.77925 -3.34182  -0.025
H 3.56381 -0.02295 -3.76754  0.072
H 4.64750 -1.06376 -3.95254  0.070
O -1.42683 -5.18247 3.89708  -0.037
H -0.75611 -4.90753 3.27195  0.005
H -1.41164 -4.50895 4.57706  0.038
O -1.39849 2.56291 -3.52498  -0.032
H -2.12213 3.15830 -3.72015  0.069
H -1.36351 2.53299 -2.56890  0.010
O 4.15677 -3.02679 -0.56180  -0.033
H 4.63013 -3.25888 -1.36073  0.084
H 3.24944 -3.27422 -0.73998  0.033

For the molar mass, the calculation gives 770.3 g/mol. For the frontier orbital gap (spin up / spin down), the calculation gives 0.2261 / 0.2431 Ha. Its electronic energy is -5123.0275 hartree. As for the spin multiplicity: 11. For the LUMO energy (spin up / spin down), the calculation gives -2.08 / -2.27 eV. As for the charge: 0. The calculation puts the HOMO energy (spin up / spin down) at -8.23 / -8.89 eV.